Record 1
194
Properties=species:S:1:pos:R:3:lowdin_charge:R:1 method="wB97M-V/def2-TZVPD" homo_lumo_gap_ev=6.227 e_lumo_ha=-0.3781 total_charge=+4 e_tot_ev=-150489.71147 e_homo_ha=-0.6069
C 5.29 -2.22 -0.94 -0.019
C 4.96 -1.15 -1.93 -0.431
C 6.23 -0.49 -2.43 -0.092
C 5.94 0.34 -3.67 -0.162
C 5.43 -0.56 -4.75 -0.103
C 4.04 -1.23 -4.38 -0.431
N 4.18 -1.87 -3.04 0.056
O 3.61 -2.93 -2.81 0.221
C 3.75 -2.33 -5.40 -0.021
C 2.92 -0.25 -4.49 0.011
C 4.01 -0.14 -1.32 0.027
H 5.83 -3.01 -1.42 0.098
H 4.41 -2.69 -0.50 0.097
H 5.93 -1.84 -0.14 0.103
H 7.12 -1.09 -2.55 0.138
H 6.40 0.21 -1.62 0.130
H 6.82 0.76 -4.17 0.141
H 5.29 1.17 -3.44 0.084
H 6.15 -1.39 -4.92 0.147
H 5.32 -0.04 -5.72 0.152
H 2.72 -2.61 -5.45 0.081
H 4.17 -3.31 -5.15 0.103
H 4.03 -1.97 -6.37 0.103
H 3.10 0.71 -4.05 0.072
H 2.09 -0.62 -3.95 0.075
H 2.60 -0.17 -5.55 0.128
H 4.09 0.80 -1.81 0.050
H 4.35 0.18 -0.36 0.087
H 3.01 -0.47 -1.22 0.088
C 7.91 2.44 2.64 0.030
C 6.71 2.94 3.41 -0.471
C 5.61 3.60 2.57 -0.106
C 4.85 2.53 1.79 -0.148
C 4.19 1.53 2.78 -0.126
C 5.18 0.76 3.61 -0.443
N 6.16 1.75 4.21 0.131
O 6.91 1.28 5.21 0.183
C 5.80 -0.33 2.70 0.014
C 4.40 0.08 4.76 -0.011
C 7.18 3.94 4.43 -0.010
H 8.46 3.37 2.36 0.133
H 7.51 1.98 1.74 0.080
H 8.54 1.82 3.25 0.106
H 6.12 4.38 1.96 0.149
H 4.93 4.09 3.25 0.125
H 5.49 2.06 1.08 0.088
H 4.00 2.97 1.27 0.093
H 3.73 0.75 2.17 0.124
H 3.50 2.04 3.42 0.127
H 6.74 -0.84 2.95 0.112
H 5.90 0.08 1.69 0.066
H 5.10 -1.13 2.69 0.092
H 5.05 -0.66 5.27 0.112
H 3.52 -0.37 4.41 0.074
H 4.02 0.76 5.53 0.106
H 6.39 4.49 4.93 0.101
H 7.80 4.68 3.96 0.104
H 7.76 3.35 5.17 0.103
C -4.14 -10.32 1.85 -0.021
C -3.70 -8.90 2.06 -0.390
C -2.21 -8.82 2.56 -0.109
C -1.49 -7.49 2.39 -0.142
C -1.55 -6.95 0.93 -0.097
C -2.99 -6.70 0.43 -0.373
N -3.78 -8.11 0.62 0.021
O -4.48 -8.42 -0.18 0.269
C -3.00 -6.45 -1.07 -0.035
C -3.75 -5.54 1.17 0.015
C -4.62 -8.19 3.04 0.000
H -5.17 -10.35 1.52 0.102
H -3.98 -10.87 2.78 0.117
H -3.53 -10.85 1.11 0.108
H -1.67 -9.56 2.06 0.111
H -2.28 -9.05 3.61 0.136
H -0.44 -7.61 2.63 0.127
H -1.99 -6.74 2.96 0.090
H -1.05 -7.61 0.21 0.130
H -1.13 -5.91 1.05 0.138
H -2.60 -5.44 -1.19 0.077
H -4.00 -6.36 -1.52 0.101
H -2.40 -7.10 -1.72 0.108
H -4.73 -5.42 0.78 0.083
H -3.28 -4.59 0.98 0.069
H -3.83 -5.66 2.24 0.070
H -4.96 -8.94 3.75 0.112
H -5.52 -7.73 2.61 0.108
H -3.96 -7.47 3.52 0.078
C -2.43 1.28 -3.44 -0.038
C -2.59 -0.08 -4.02 -0.355
C -2.06 -1.13 -2.98 -0.131
C -2.49 -2.50 -3.30 -0.179
C -4.02 -2.66 -3.26 -0.126
C -4.76 -1.77 -4.26 -0.383
N -4.23 -0.23 -4.12 -0.019
O -4.90 0.60 -4.20 0.296
C -6.24 -1.59 -3.75 -0.016
C -4.69 -2.28 -5.71 0.002
C -2.04 -0.14 -5.45 0.017
H -3.10 1.47 -2.62 0.091
H -2.61 2.08 -4.12 0.092
H -1.44 1.42 -3.02 0.086
H -2.39 -0.76 -2.06 0.091
H -0.96 -0.99 -2.86 0.128
H -2.19 -3.14 -2.49 0.088
H -2.01 -2.95 -4.16 0.128
H -4.38 -2.36 -2.25 0.132
H -4.32 -3.69 -3.57 0.147
H -6.85 -1.04 -4.45 0.087
H -6.21 -1.10 -2.77 0.092
H -6.69 -2.58 -3.71 0.109
H -3.66 -2.46 -6.04 0.077
H -5.17 -1.66 -6.46 0.100
H -5.17 -3.28 -5.79 0.121
H -2.54 0.50 -6.13 0.087
H -1.98 -1.11 -5.94 0.086
H -1.02 0.26 -5.32 0.116
C -3.01 6.29 -1.80 -0.019
C -2.02 6.51 -0.54 -0.130
N -0.67 7.04 -0.91 -0.273
C -0.03 6.17 -1.82 -0.058
C -0.80 8.44 -1.59 -0.107
C -1.39 9.52 -0.68 -0.035
C 0.15 7.10 0.40 -0.051
C 0.76 5.86 0.97 -0.227
O -0.29 5.11 1.50 -0.198
C 0.12 3.87 2.10 -0.048
H -2.48 5.79 -2.62 0.068
H -3.41 7.27 -2.11 0.082
H -3.81 5.61 -1.49 0.074
H -1.75 5.64 0.06 0.110
H -2.49 7.23 0.12 0.111
H 0.90 6.56 -2.11 0.082
H -0.59 6.15 -2.75 0.108
H -0.02 5.13 -1.41 0.134
H -1.50 8.27 -2.38 0.110
H 0.19 8.64 -1.95 0.137
H -2.27 9.15 -0.16 0.076
H -1.86 10.28 -1.31 0.097
H -0.63 9.98 -0.05 0.091
H -0.42 7.50 1.24 0.148
H 0.98 7.78 0.10 0.148
H 1.49 6.07 1.75 0.143
H 1.21 5.32 0.16 0.082
H 0.51 3.16 1.33 0.085
H -0.74 3.51 2.60 0.059
H 0.94 4.02 2.79 0.089
C -6.51 0.06 3.37 -0.039
C -5.07 0.35 3.74 -0.159
N -4.08 0.17 2.62 -0.226
C -4.19 -1.17 1.96 0.014
C -4.17 1.25 1.61 -0.193
C -3.84 2.65 2.09 -0.030
C -2.63 0.17 3.27 -0.043
C -2.14 -1.11 3.89 -0.198
O -3.04 -1.68 4.86 -0.193
C -2.52 -2.79 5.51 -0.097
H -7.16 0.04 4.25 0.109
H -6.57 -0.89 2.81 0.082
H -6.96 0.85 2.77 0.080
H -4.83 -0.38 4.49 0.117
H -4.84 1.35 4.14 0.136
H -4.34 -1.93 2.72 0.116
H -3.32 -1.38 1.34 0.092
H -5.04 -1.17 1.33 0.089
H -5.19 1.19 1.21 0.139
H -3.49 1.06 0.79 0.108
H -4.03 3.32 1.27 0.086
H -2.75 2.66 2.37 0.077
H -4.43 2.92 2.95 0.080
H -2.54 0.92 4.04 0.141
H -1.96 0.45 2.46 0.108
H -1.14 -0.93 4.29 0.151
H -1.97 -1.85 3.11 0.081
H -1.72 -2.52 6.21 0.098
H -2.07 -3.55 4.87 0.089
H -3.32 -3.17 6.15 0.104
N 4.30 5.04 -1.92 -0.278
S 3.32 3.82 -1.93 0.509
O 2.76 3.21 -0.73 -0.312
O 3.83 2.85 -2.81 -0.293
F 1.97 4.20 -2.69 -0.180
S 4.26 6.10 -0.78 0.572
O 5.26 7.10 -1.12 -0.256
O 4.11 5.81 0.64 -0.295
F 2.80 6.83 -1.08 -0.233
N -0.74 -1.05 0.17 -0.317
S -0.26 -2.55 0.52 0.501
O -0.29 -2.87 1.93 -0.285
O 0.90 -2.95 -0.29 -0.288
F -1.49 -3.12 -0.10 -0.152
S 0.04 0.25 -0.04 0.501
O 0.20 0.49 -1.50 -0.321
O 1.08 0.67 0.84 -0.267
F -1.19 1.17 0.40 -0.213


Record 2
25
Properties=species:S:1:pos:R:3:nbo_charge:R:1 method="wB97M-V/def2-TZVPD" homo_lumo_gap_ev=4.665 e_lumo_ha=-0.2867 total_charge=+1 e_tot_ev=-9467.31225 e_homo_ha=-0.4581
C -2.56 1.11 1.65 -0.598
N 2.05 1.20 -0.18 -0.794
C 3.03 0.19 0.15 -0.222
C 2.62 -1.18 -0.42 -0.609
C -1.77 -0.20 1.33 -0.325
N -0.74 -0.01 0.39 0.098
C -1.10 0.33 -0.87 -0.333
C -1.26 -1.05 -1.70 -0.480
H -2.70 1.22 2.71 0.262
H -3.54 1.10 1.18 0.240
H 2.34 2.14 0.08 0.384
H 3.98 0.49 -0.30 0.208
H 3.18 0.10 1.23 0.180
H 3.27 -1.99 -0.11 0.233
H 1.59 -1.39 -0.10 0.176
H 2.56 -1.11 -1.51 0.211
H -1.34 -0.61 2.23 0.242
H -2.44 -0.96 0.90 0.278
H -2.02 1.97 1.26 0.230
H 1.11 0.98 0.10 0.347
H -0.30 0.81 -1.42 0.293
H -2.09 0.81 -1.00 0.239
H -2.18 -1.53 -1.38 0.230
H -1.32 -0.73 -2.73 0.263
H -0.39 -1.68 -1.50 0.249


Record 3
11
Properties=species:S:1:pos:R:3:nbo_charge:R:1 method="wB97M-V/def2-TZVPD" homo_lumo_gap_ev=10.547 e_lumo_ha=0.0266 e_tot_ev=-7302.30888 e_homo_ha=-0.3610 smiles="O=CCCO"
O -1.73 0.68 -0.60 -0.717
C -0.87 0.07 0.34 -0.056
C 0.45 -0.57 -0.21 -0.545
C 1.58 0.39 0.04 0.442
O 2.34 0.31 0.97 -0.521
H -2.44 0.07 -0.85 0.473
H -1.33 -0.76 0.87 0.176
H -0.64 0.87 1.06 0.184
H 0.34 -0.79 -1.28 0.230
H 0.68 -1.51 0.32 0.226
H 1.62 1.24 -0.66 0.108


Record 4
9
Properties=species:S:1:pos:R:3:nbo_charge:R:1 method="wB97M-V/def2-TZVPD" homo_lumo_gap_ev=5.621 e_lumo_ha=0.1369 total_charge=-1 e_tot_ev=-19561.84629 e_homo_ha=-0.0697
C 0.09 1.45 -0.67 -0.515
C 1.36 -0.44 -0.02 0.679
C -1.11 -0.83 0.28 0.205
N 1.12 0.71 -0.33 -0.503
O -1.63 -1.89 0.32 -0.591
O 1.96 -1.47 -0.03 -0.617
S -1.57 0.76 -0.25 0.106
H -0.02 2.34 -0.09 0.140
H -0.20 -0.63 0.80 0.096


Record 5
111
Properties=species:S:1:pos:R:3:lowdin_spin:R:1 method="wB97M-V/def2-TZVPD" homo_lumo_gap_ev="6.325 / 5.988" e_lumo_ha="0.0752 / 0.0462" spin_multiplicity=2 s2=1.188 total_charge=-1 e_tot_ev=-204647.89726 e_homo_ha="-0.1573 / -0.1739"
Ru -0.33 -0.69 -0.19 0.009
S -3.67 3.66 6.03 0.081
C -2.84 2.95 4.80 0.018
S -3.02 1.27 4.32 -0.006
C -2.02 1.34 2.88 0.140
C -1.31 2.51 2.71 0.121
S -0.17 2.79 1.52 0.306
S -1.68 3.82 3.84 -0.018
S -2.07 -0.01 1.85 0.273
C 5.72 2.70 -0.95 0.000
C 4.53 1.92 -0.45 -0.001
C 4.64 1.04 0.61 0.000
C 3.54 0.30 1.05 0.000
C 3.71 -0.65 2.16 0.000
O 3.18 -1.76 2.19 0.000
C 4.60 -0.22 3.26 0.000
C 4.77 1.12 3.61 0.000
C 5.57 1.47 4.68 0.000
C 6.22 0.49 5.42 0.000
C 6.04 -0.85 5.10 0.000
C 5.24 -1.20 4.03 0.000
C 2.27 0.43 0.40 0.004
O 1.28 -0.26 0.83 0.023
C 2.15 1.40 -0.66 0.001
C 3.31 2.10 -1.06 0.000
C 0.91 1.70 -1.32 -0.003
N -0.25 1.12 -1.11 0.006
C -1.41 1.57 -1.84 0.002
C -1.94 2.94 -1.45 0.010
Te -3.98 3.18 -2.13 0.003
C -4.65 2.70 -0.15 0.000
C -4.71 3.70 0.81 0.001
C -5.06 3.39 2.11 0.001
C -5.35 2.08 2.45 -0.001
C -5.27 1.08 1.50 0.004
C -4.92 1.39 0.20 0.004
C 1.00 2.80 -2.33 0.000
C 1.16 2.47 -3.67 0.000
C 1.25 3.46 -4.62 0.000
C 1.21 4.79 -4.24 0.000
C 1.06 5.13 -2.90 0.000
C 0.95 4.13 -1.95 0.001
H 6.60 2.49 -0.36 0.000
H 5.52 3.77 -0.90 0.000
H 5.92 2.45 -1.99 0.000
H 5.59 0.90 1.10 0.000
H 4.24 1.88 3.05 0.000
H 5.69 2.51 4.94 0.000
H 6.84 0.77 6.25 0.000
H 6.53 -1.62 5.68 0.000
H 5.09 -2.24 3.76 0.000
H 3.24 2.80 -1.87 0.000
H -2.20 0.84 -1.64 0.001
H -1.21 1.55 -2.93 0.001
H -1.35 3.74 -1.88 0.000
H -1.94 3.04 -0.37 0.009
H -4.47 4.72 0.54 0.000
H -5.10 4.16 2.86 0.000
H -5.63 1.84 3.47 0.000
H -5.44 0.05 1.78 0.000
H -4.86 0.60 -0.54 0.000
H 1.23 1.42 -3.95 0.000
H 1.36 3.20 -5.67 0.000
H 1.29 5.57 -4.99 0.000
H 1.02 6.16 -2.61 0.000
H 0.82 4.38 -0.90 0.001
C 2.91 -2.00 -3.60 0.000
C 2.18 -1.62 -2.32 0.001
O 0.95 -0.97 -2.59 -0.008
H 3.85 -2.47 -3.36 0.000
H 3.11 -1.10 -4.19 0.000
H 2.32 -2.68 -4.21 0.000
H 2.78 -0.91 -1.75 0.000
H 2.00 -2.51 -1.70 0.000
H 0.35 -1.59 -3.02 0.000
C 2.25 -4.62 -0.10 0.000
C 1.38 -3.91 0.94 0.003
P -0.20 -3.01 0.50 0.002
C -0.96 -3.18 2.17 0.004
C -0.12 -2.44 3.21 0.007
C -1.02 -4.26 -0.62 -0.002
C -2.07 -5.14 0.05 0.000
H 2.85 -5.37 0.41 0.000
H 2.94 -3.93 -0.58 0.000
H 1.67 -5.13 -0.87 0.000
H 2.00 -3.16 1.44 0.000
H 1.07 -4.65 1.69 0.000
H -1.04 -4.24 2.42 0.000
H -1.96 -2.75 2.13 0.002
H 0.78 -2.98 3.48 0.000
H -0.70 -2.28 4.12 0.000
H 0.18 -1.46 2.83 0.004
H -0.23 -4.88 -1.04 0.000
H -1.47 -3.70 -1.44 0.000
H -1.61 -5.79 0.79 0.000
H -2.55 -5.77 -0.71 0.000
H -2.82 -4.51 0.51 0.000
Br -4.94 -0.85 -5.85 0.000
C -5.11 -1.41 -4.04 0.000
C -6.33 -1.92 -3.60 0.000
C -6.45 -2.34 -2.28 0.000
C -5.37 -2.26 -1.43 0.000
C -4.14 -1.76 -1.88 0.001
C -4.02 -1.32 -3.20 0.000
C -2.94 -1.74 -0.99 0.000
O -2.98 -2.20 0.15 0.000
O -1.88 -1.26 -1.53 -0.005
H -7.17 -1.98 -4.28 0.000
H -7.39 -2.74 -1.94 0.000
H -5.44 -2.58 -0.40 0.000
H -3.07 -0.94 -3.54 0.000


Record 6
40
Properties=species:S:1:pos:R:3:nbo_charge:R:1 method="wB97M-V/def2-TZVPD" homo_lumo_gap_ev="7.626 / 5.734" e_lumo_ha="-0.0240 / -0.1171" spin_multiplicity=6 s2=8.791 e_tot_ev=-118859.33654 e_homo_ha="-0.3043 / -0.3278"
Ir 1.74 0.01 0.77 1.601
N 4.13 2.81 -1.60 -0.704
C 3.41 2.20 -0.68 0.288
S 3.91 0.69 -0.06 -0.142
N 2.28 2.91 -0.34 -0.293
N 1.56 2.32 0.56 -0.267
C 0.42 2.90 0.91 0.143
C -0.39 2.38 1.93 -0.173
C -1.66 3.01 2.14 -0.107
C -2.49 2.60 3.13 -0.253
C -2.09 1.53 3.96 -0.116
C -0.89 0.89 3.80 -0.243
C -0.01 1.28 2.77 0.445
O 1.12 0.65 2.65 -0.701
H 4.96 2.37 -1.98 0.420
H 3.81 3.70 -1.96 0.418
H 0.12 3.79 0.37 0.206
H -1.94 3.82 1.48 0.217
H -3.45 3.06 3.27 0.223
H -2.76 1.19 4.74 0.219
H -0.60 0.06 4.43 0.231
O -0.75 0.36 -3.20 -1.028
As -0.66 -0.11 -1.50 2.442
O -1.74 0.73 -0.63 -1.131
O 0.99 0.20 -1.14 -1.140
C -0.81 -2.02 -1.80 -0.429
C -1.44 -2.42 -2.98 -0.178
C -1.55 -3.76 -3.30 -0.196
C -1.03 -4.73 -2.45 -0.197
C -0.41 -4.34 -1.28 -0.198
C -0.30 -3.00 -0.96 -0.241
S 0.46 -2.59 0.59 2.380
O -0.22 -1.34 0.99 -1.006
O 0.32 -3.72 1.46 -0.925
O 1.88 -2.20 0.31 -0.988
H -0.88 1.32 -3.25 0.496
H -1.84 -1.67 -3.65 0.243
H -2.05 -4.05 -4.22 0.219
H -1.12 -5.78 -2.70 0.220
H -0.02 -5.08 -0.58 0.245